(1)
Density functional theory data (ωB97M-V/def2-TZVPD) for a 2-piece molecular cluster, C6H12O overall at a distorted geometry.

Each line ends with the Löwdin charge.
Positions of all 19 atoms, in Å:
1 H -0.3533 -2.1920 1.8585  0.08
2 H 2.5079 0.7235 0.1688  0.06
3 H 0.8713 -1.8466 0.6648  0.07
4 C -0.1824 -2.0985 0.7886  -0.03
5 H 1.1922 2.5227 -0.9810  0.06
6 C 1.7208 0.8561 0.8949  -0.01
7 C -1.0375 -0.9876 -1.3205  -0.04
8 C -1.0066 -0.9741 0.1946  -0.51
9 H -0.2328 3.1693 -0.1676  0.07
10 H -1.9311 -0.4742 -1.6700  0.08
11 H 2.0061 0.6762 1.9210  0.06
12 C 0.2246 2.2634 -0.5572  -0.08
13 H -0.2711 1.3536 1.3565  0.09
14 H -0.3631 -3.0364 0.2684  0.08
15 H -1.0950 -1.9927 -1.7369  0.08
16 C 0.4749 1.2013 0.5869  -0.24
17 H -0.1536 -0.5159 -1.7415  0.07
18 H -0.4029 1.8506 -1.3425  0.05
19 O -1.9683 -0.4986 0.8141  0.03

Values from the calculation:
- Lowest unoccupied orbital energy: 0.703 eV
- Energy above the lowest of the compared OMol25 structures with the same formula, charge and spin: 49.7 kcal/mol
- Gap between HOMO and LUMO: 10.22 eV
- HOMO: -0.3497 Ha
- SMILES string: CC(C)=O.C=CC
- E_tot: -310.98008 Eh

***

(2)
Density functional theory data (ωB97M-V/def2-TZVPD) for a 5-piece molecular cluster, C3H15NO5 overall at a distorted geometry.

Each line ends with the Löwdin charge.
Positions of all 24 atoms, in Å:
1 C 1.5994 -0.9033 1.4542  -0.16
2 C 1.2574 -0.6280 -0.0601  -0.46
3 O -0.0981 -0.0176 -3.2624  -0.09
4 H -0.2481 -1.1915 -1.2369  0.03
5 H -0.7531 -0.3730 0.0436  0.08
6 H -3.0493 1.8801 -0.8483  0.09
7 H -2.1852 -0.5934 0.9811  0.06
8 H 1.7777 -2.6117 -0.8644  0.10
9 H 1.9345 -1.1912 -1.9516  0.08
10 H -2.7859 0.2907 -0.7727  -0.03
11 H 3.3243 -1.4268 -0.9007  0.09
12 C 2.2042 -1.5512 -0.8883  -0.08
13 H -0.7064 -0.5151 -3.8423  0.05
14 O 1.7465 0.0401 2.2322  0.00
15 H -1.8457 0.9941 1.5401  0.03
16 N -0.0476 -1.1209 -0.2800  0.04
17 H -0.9492 0.2068 -2.7850  0.04
18 H -0.0177 2.8731 2.3747  0.06
19 O -2.3881 0.3589 1.0655  -0.09
20 H 1.5134 0.4922 -0.2665  0.17
21 H 1.7774 -1.9895 1.6111  0.13
22 O -2.8319 1.0308 -1.3544  -0.09
23 H 0.8323 1.5834 2.2102  0.08
24 O -0.0100 2.0769 1.7733  -0.15

Values from the calculation:
- Lowest unoccupied orbital energy: 0.568 eV
- Energy above the lowest of the compared OMol25 structures with the same formula, charge and spin: 69.1 kcal/mol
- Gap between HOMO and LUMO: 10.22 eV
- HOMO: -0.3547 Ha
- SMILES string: C[C@@H](N)C=O.O.O.O.O
- E_tot: -554.18003 Eh

***

(3)
Density functional theory data (ωB97M-V/def2-TZVPD) for a 9-piece molecular cluster, C21H40BCl16F3NO3 overall.

Each line ends with the Löwdin charge.
Positions of all 85 atoms, in Å:
1 Cl 5.0509 0.2976 -0.2731  0.54
2 H -7.1313 2.3923 -0.2437  0.03
3 Cl -8.5599 0.6618 0.4489  0.51
4 Cl 1.7543 4.6337 2.8303  0.52
5 C 3.2516 -1.0611 5.3735  -1.00
6 H 1.0995 3.3813 4.7128  -0.04
7 H 1.4482 -3.0991 2.1665  0.08
8 H -0.2647 -3.2199 1.7704  0.09
9 O 1.5561 -3.5020 -0.3434  -0.04
10 Cl 5.6114 -0.1050 -3.1059  0.51
11 H 3.0460 3.8336 8.2286  0.03
12 C 0.5518 -2.5172 1.9531  -0.03
13 H 2.4080 2.5890 3.7827  0.01
14 C -1.0953 2.3359 -1.6255  -0.11
15 H -3.0709 -0.9709 -0.2319  0.13
16 C 2.7928 -6.0380 -1.6132  -1.03
17 H 2.7359 -0.8487 -1.6919  0.04
18 H 0.2639 3.0050 -0.0092  0.05
19 C 2.1144 4.3825 8.1648  -1.01
20 C 1.4761 3.1390 3.7271  -1.02
21 B -1.5421 1.1721 -0.6756  -0.49
22 H 1.0960 2.4593 -1.4587  0.03
23 C 0.8010 -1.8803 -1.8423  -0.44
24 C -9.0328 0.4044 -3.4352  -1.01
25 H 0.3013 -1.9001 2.8188  0.09
26 H -0.8584 -3.0962 -2.5706  0.08
27 C 0.2040 -2.9466 -2.7597  -0.01
28 H 2.8939 -4.9806 -1.4066  -0.01
29 Cl 0.2759 2.0999 2.9344  0.57
30 Cl -5.7554 1.1582 1.1985  0.54
31 C -1.0324 -0.3504 -0.7408  -0.27
32 H -6.6718 0.8104 -0.9321  -0.05
33 H -9.4240 0.7635 -2.4909  0.00
34 C 5.9480 -0.6566 -1.4623  -0.99
35 C -2.2241 -1.3295 -0.8255  -0.07
36 H 2.0667 -6.4889 -0.9487  0.03
37 H 2.4852 -1.7990 5.1687  0.02
38 H -2.5398 0.8273 0.9968  0.08
39 H -1.9431 -2.3098 -0.4358  0.14
40 H -0.5732 -0.5796 -2.8207  0.13
41 H 0.2814 4.0246 -1.4359  0.04
42 H 2.1927 -1.2071 -3.3260  0.10
43 Cl 2.3963 5.8589 7.2412  0.52
44 H 2.1435 -0.4361 1.9008  0.05
45 C 0.2075 2.9883 -1.1009  -0.17
46 H 1.7422 4.6500 9.1459  0.02
47 H 3.9477 -1.4119 6.1254  0.02
48 N 0.8191 -2.4688 -0.4671  -0.11
49 H 2.9331 -1.5422 0.7643  0.07
50 Cl 4.3554 -6.8307 -1.3544  0.50
51 H 0.3455 -2.6520 -3.8016  0.10
52 C -0.3933 -0.5910 0.6521  -0.07
53 H -1.1892 -0.9105 1.3370  0.13
54 Cl 2.2123 -6.2296 -3.2759  0.51
55 H 0.6509 0.2777 -1.9240  0.12
56 C 0.7630 -1.6081 0.7446  -0.45
57 C 2.4901 4.1462 -2.4395  -1.01
58 H 2.8235 -2.5132 -2.3157  0.08
59 C 2.2343 -1.5956 -2.3054  -0.03
60 H 0.7321 -3.8844 -2.5993  0.04
61 H -1.8854 3.0910 -1.6501  0.11
62 C -6.9970 1.3360 -0.0453  -1.04
63 C 2.0909 -0.8627 0.8967  -0.07
64 H -0.9459 1.9854 -2.6496  0.10
65 H 0.0087 0.3428 1.0509  0.06
66 Cl 0.9135 3.3330 7.3925  0.52
67 C -3.5281 -0.7732 -2.7568  -0.72
68 F -4.5146 -0.3262 -1.9611  0.14
69 H 2.7855 5.0390 -2.9768  0.03
70 H 1.4514 3.8975 -2.6230  -0.01
71 H 7.0060 -0.5395 -1.2634  0.02
72 H -9.1584 -0.6669 -3.5317  0.03
73 H 5.6378 -1.6918 -1.3820  0.02
74 Cl 4.1506 -0.7632 3.8817  0.54
75 O -2.3659 1.5307 0.3590  0.14
76 F -2.9048 0.3263 -3.2103  0.17
77 Cl 3.4880 2.7998 -3.0020  0.52
78 Cl -7.2959 0.7559 -3.4828  0.55
79 Cl 2.4692 0.4001 5.9929  0.51
80 H 2.1652 -0.0364 0.1877  0.06
81 Cl -9.9124 1.1932 -4.7472  0.51
82 C -0.0282 -0.5788 -1.8754  -0.05
83 O -2.6989 -1.6196 -2.1516  0.05
84 Cl 2.6839 4.4445 -0.7078  0.56
85 F -4.0757 -1.3879 -3.7974  0.18

Values from the calculation:
- Lowest unoccupied orbital energy (alpha / beta): 0.309 / 0.245 eV
- Gap between HOMO and LUMO (alpha / beta): 8.64 / 9.92 eV
- Multiplicity: 2
- HOMO (alpha / beta): -0.3061 / -0.3557 Ha
- E_tot: -8792.16153 Eh

***

(4)
Density functional theory data (ωB97M-V/def2-TZVPD) for a 2-piece molecular cluster, C5H13NO overall at a distorted geometry.

Each line ends with the Löwdin charge.
Positions of all 20 atoms, in Å:
1 N -2.3739 -0.1661 0.5654  0.03
2 C 2.2318 0.9424 -0.7996  -0.28
3 O -1.2719 -2.9144 2.2752  -0.06
4 H -3.3361 0.0903 0.6636  0.08
5 C 2.3116 0.1526 -2.1126  -0.11
6 H 2.6160 0.3015 -0.0292  0.10
7 C -0.2125 0.4447 -0.2728  -0.12
8 H 3.2914 0.2880 -2.5551  0.07
9 H -1.5676 -3.0314 3.1767  0.03
10 H -1.4494 -2.0030 2.0242  0.00
11 H -2.2440 -1.1246 0.2917  0.07
12 H 1.6081 0.5869 -2.8311  0.07
13 H -1.5277 1.7161 0.7575  0.12
14 C 0.8783 1.5071 -0.4382  -0.23
15 H 2.9672 1.7540 -0.7803  0.10
16 H 0.5439 2.1918 -1.2163  0.11
17 H 1.9866 -0.8635 -1.9599  0.06
18 H 0.9315 2.0749 0.4935  0.11
19 C -1.3425 0.7360 0.3328  -0.23
20 H -0.0643 -0.4296 -0.8760  0.09

Values from the calculation:
- Lowest unoccupied orbital energy: 0.978 eV
- Energy above the lowest of the compared OMol25 structures with the same formula, charge and spin: 30.5 kcal/mol
- Gap between HOMO and LUMO: 9.01 eV
- HOMO: -0.2953 Ha
- SMILES string: CCC/C=C/N.O
- E_tot: -328.27032 Eh

***

- Among the records above, which one has the highest E_tot?
  C6H12O